1.
A structure of composition C18H32CuN3O11 at a distorted geometry. Source: the OMol25 dataset; level of theory: the ωB97M-V functional and the def2-TZVPD basis.

Each line ends with the Löwdin charge.
Positions of all 65 atoms, in Å:
Cu (-0.64291, 1.49636, -0.89128)  0.8657
N (-1.76028, 7.41008, -0.08785)  -0.6910
O (-2.76445, 7.62515, -0.79705)  -0.1032
O (-1.27493, 6.24606, -0.09465)  -0.1498
O (-1.23019, 8.25000, 0.58773)  -0.0497
C (1.50187, -2.28197, -6.14102)  -0.0047
C (1.27717, -1.25846, -5.18507)  -0.3436
C (2.19132, 0.07867, -5.32803)  -0.3341
O (2.04917, 0.81936, -4.37225)  0.0506
C (3.14982, 0.11348, -6.37623)  0.0930
C (3.21050, -0.94522, -7.28976)  -0.2794
C (2.34400, -2.20563, -7.17622)  -0.3681
O (2.45855, -3.29784, -7.89216)  -0.0519
O (4.15479, -0.86191, -8.18114)  0.0193
O (0.44026, -1.14425, -4.27821)  -0.0139
H (0.90468, -3.18111, -6.10460)  0.1195
H (3.70444, 1.03029, -6.51132)  0.1263
C (-3.48299, 1.87977, -3.20984)  -0.1495
O (-3.38291, 1.59593, -1.87826)  -0.2085
C (-4.64633, 1.79618, -1.16891)  -0.1531
C (-4.45485, 1.48398, 0.31615)  -0.2192
N (-3.57684, 0.39043, 0.69299)  -0.0430
C (-4.33162, -0.86214, 0.43234)  -0.2109
C (-3.58890, -2.05510, 0.95516)  -0.2517
O (-2.24253, -1.93323, 0.51846)  -0.1880
C (-1.33221, -2.96443, 1.03969)  -0.0781
H (-3.25970, 2.93066, -3.39396)  0.0972
H (-4.45351, 1.71419, -3.67756)  0.0917
H (-2.74144, 1.33758, -3.79656)  0.0964
H (-5.36240, 1.08291, -1.57705)  0.1168
H (-4.97402, 2.81863, -1.35685)  0.1340
H (-5.39882, 1.31918, 0.83563)  0.1160
H (-3.92458, 2.32134, 0.76973)  0.1232
H (-3.68808, 0.38421, 1.69682)  0.1096
H (-4.41463, -1.12581, -0.62203)  0.1290
H (-5.29182, -0.89753, 0.94699)  0.1212
H (-4.02641, -3.00685, 0.65373)  0.1229
H (-3.57328, -2.10494, 2.04391)  0.1163
H (-0.32040, -2.73573, 0.70499)  0.0802
H (-1.54626, -4.00732, 0.80588)  0.0812
H (-1.10340, -2.99142, 2.10507)  0.0727
C (0.05142, -1.35613, 5.99471)  -0.0697
O (0.34582, -0.65150, 4.70692)  -0.2130
C (1.40074, 0.30221, 4.97261)  -0.2163
C (1.76923, 1.07426, 3.69705)  -0.2153
N (2.26959, 0.32242, 2.54765)  -0.0506
C (3.68761, 0.61490, 2.40285)  -0.2003
C (4.31388, -0.61901, 1.63367)  -0.1850
O (4.45829, -1.77728, 2.47499)  -0.1904
C (5.15530, -2.79665, 1.81501)  -0.1401
H (0.97930, -1.78875, 6.36884)  0.0798
H (-0.69183, -2.13808, 5.83897)  0.0778
H (-0.36943, -0.65894, 6.71923)  0.0767
H (2.29511, -0.28391, 5.18398)  0.1163
H (1.03752, 0.86103, 5.83510)  0.1193
H (2.49768, 1.82842, 3.99481)  0.1098
H (0.84239, 1.58670, 3.43916)  0.1096
H (2.35702, -0.61708, 2.90796)  0.0832
H (4.22014, 0.94816, 3.29362)  0.1149
H (3.70546, 1.46334, 1.71880)  0.1145
H (5.25831, -0.25777, 1.22668)  0.1123
H (3.72584, -0.96594, 0.78399)  0.1219
H (5.41540, -3.67858, 2.40038)  0.0857
H (6.06965, -2.43599, 1.34388)  0.0834
H (4.60965, -3.23939, 0.98173)  0.0841

Output
relative energy (zero: lowest compared OMol25 entry of this formula, charge and spin): 7.5266 eV
charge: -1
orbital gap (alpha / beta): 3.65 / 3.65 eV
multiplicity: 2
⟨S²⟩: 0.78
E_HOMO (alpha / beta): -4.714 / -4.714 eV
total energy: -90804.7216 eV

=====

2.
A structure of composition C18H32F21HfN4O12PS5 at a distorted geometry. Source: the OMol25 dataset; level of theory: the ωB97M-V functional and the def2-TZVPD basis.

Each line ends with the Löwdin charge.
Positions of all 94 atoms, in Å:
Hf (4.16347, 1.07112, 0.90105)  2.2026
C (1.53185, -3.11598, 2.04699)  -0.5333
F (0.23753, -2.64066, 1.98508)  0.0753
F (1.40191, -4.15830, 2.91565)  0.1522
F (1.92726, -3.45883, 0.84856)  0.1515
S (2.54265, -1.64579, 2.93895)  0.6162
O (1.57712, -1.00102, 3.78386)  -0.2430
O (3.57516, -2.37638, 3.63541)  -0.2394
O (3.11815, -0.72988, 1.83353)  -0.5001
P (0.46763, 0.40783, -0.07937)  0.1367
F (0.94267, -1.03863, -0.37275)  -0.0742
F (2.01737, 0.85293, -0.15815)  -0.2340
F (0.41674, 0.88653, -1.64190)  -0.1470
F (0.12927, 1.99485, 0.24436)  -0.1543
F (-1.06679, 0.03231, 0.00180)  -0.0980
F (0.61510, 0.20154, 1.47908)  -0.1277
C (-1.42515, 0.33591, 3.58053)  -0.0060
N (-2.90262, 0.33446, 3.98363)  -0.3080
C (-3.10707, 1.77114, 4.61396)  0.0607
C (-3.72916, 0.31447, 2.68798)  0.0115
C (-3.27759, -0.83604, 4.82466)  -0.0763
C (-2.75764, -2.27640, 4.38244)  -0.2132
O (-3.09289, -2.65782, 3.10529)  -0.0617
H (-1.18451, 1.18359, 2.93895)  0.0860
H (-1.15547, -0.59647, 3.08451)  0.0812
H (-0.82823, 0.45562, 4.48466)  0.1138
H (-2.66371, 2.59453, 4.05400)  0.1147
H (-2.71387, 1.58121, 5.61266)  0.1047
H (-4.17251, 1.91910, 4.79016)  0.1064
H (-3.42695, 1.08589, 1.97967)  0.1060
H (-4.74090, 0.54449, 3.02200)  0.1044
H (-3.77434, -0.63317, 2.15129)  0.0911
H (-4.33005, -0.79543, 5.10531)  0.1428
H (-2.78128, -0.66067, 5.77913)  0.1328
H (-3.16352, -3.05119, 5.03287)  0.1360
H (-1.67679, -2.36872, 4.48891)  0.1217
H (-4.01164, -2.86181, 2.91586)  0.1095
C (-0.23607, -3.56986, -1.78167)  -0.0815
C (-1.51841, -2.71380, -2.01001)  -0.1595
C (-1.24599, -1.62444, -3.21012)  -0.1093
N (-2.41013, -0.71227, -3.52013)  -0.1822
C (-2.90888, 0.29298, -2.36687)  0.0656
C (-3.76117, -1.36614, -3.91649)  -0.1109
C (-4.49196, -0.41997, -4.92543)  -0.1608
C (-3.39314, 0.15622, -5.72550)  -0.1440
C (-2.05298, 0.00792, -4.90685)  -0.0350
H (-0.47903, -4.54787, -2.19706)  0.0871
H (-0.14201, -3.52937, -0.69649)  0.0542
H (0.71669, -3.26374, -2.21370)  0.0519
H (-1.72722, -2.12659, -1.11576)  0.0767
H (-2.42011, -3.27820, -2.24769)  0.1034
H (-0.80929, -2.20982, -4.01927)  0.1277
H (-0.45778, -0.90447, -2.98998)  0.0948
H (-2.10143, 0.89527, -1.95048)  0.0767
H (-3.48640, -0.24627, -1.61602)  0.0988
H (-3.60209, 1.01902, -2.79162)  0.1023
H (-4.27764, -1.78774, -3.05417)  0.1261
H (-3.60649, -2.28255, -4.48601)  0.1335
H (-5.15821, 0.22150, -4.34861)  0.1205
H (-5.00086, -1.07541, -5.63220)  0.1288
H (-3.66377, 1.20244, -5.86791)  0.1282
H (-3.28635, -0.40888, -6.65145)  0.1276
H (-1.58202, 0.94873, -4.62193)  0.1226
H (-1.32042, -0.55083, -5.48931)  0.1216
C (3.01450, 0.46643, -3.49606)  -0.5164
F (2.59131, -0.81204, -3.26899)  0.1158
F (3.53025, 0.37381, -4.74501)  0.1685
F (1.99856, 1.36975, -3.47827)  0.1634
S (4.45424, 0.98745, -2.31405)  0.7724
O (5.62231, 1.31345, -3.13777)  -0.1512
O (4.01397, 2.05823, -1.44793)  -0.3752
N (4.58352, -0.11914, -0.95781)  -0.4246
S (5.32687, -1.35545, -1.69878)  0.7985
O (5.20814, -1.51439, -3.16697)  -0.1467
O (6.66951, -1.61742, -1.07920)  -0.1226
C (4.21500, -2.86852, -0.96813)  -0.5318
F (4.32998, -2.76185, 0.33632)  0.1967
F (2.96548, -2.93658, -1.32675)  0.2454
F (4.94713, -3.96241, -1.30474)  0.2161
C (2.98711, 4.40060, 3.91181)  -0.5761
F (2.96788, 3.99977, 5.19510)  0.1960
F (2.34097, 5.52292, 3.68985)  0.2026
F (4.25517, 4.62337, 3.53171)  0.1315
S (2.35642, 2.94582, 2.73113)  0.6710
O (3.04525, 1.76763, 3.12408)  -0.3523
O (0.96828, 2.89428, 2.88456)  -0.1951
N (3.08052, 3.03414, 1.12313)  -0.4152
S (2.54243, 4.49786, 0.79108)  0.6822
O (1.16959, 4.88657, 1.29735)  -0.2563
O (3.62795, 5.46369, 1.11309)  -0.2477
C (2.25905, 4.61831, -1.14937)  -0.6170
F (1.71006, 5.81882, -1.45134)  0.1756
F (3.40480, 4.54833, -1.68515)  0.1813
F (1.55572, 3.56637, -1.68079)  0.1044

Output
charge: +3
orbital gap (alpha / beta): 5.49 / 2.22 eV
multiplicity: 2
⟨S²⟩: 0.76
E_HOMO (alpha / beta): -17.194 / -17.194 eV
total energy: -171520.1429 eV